C2H5N3OS | ωB97M-V/def2-TZVPD

Computed properties:
ΔE to the lowest compared entry with this formula, charge and spin (eV): 2.087
Frontier orbital gap (eV): 8.95
Multiplicity: 1
SMILES string: NC(=S)N/C=N\O
Net charge: 0
HOMO energy (eV): -8.40
LUMO energy (eV): 0.5

Last column: Mulliken charge in e.
Positions of all 12 atoms, in Å:
C: 1.34 0.07 0.00  0.32
C: -0.85 -1.17 0.19  0.09
H: -0.13 1.44 0.28  0.23
H: 1.45 2.00 0.48  0.21
H: 0.98 -1.84 -0.36  0.25
H: -1.06 -2.10 0.70  0.34
H: -2.51 1.16 -0.69  0.38
N: 0.84 1.23 0.44  -0.33
N: 0.48 -0.98 -0.21  -0.24
N: -1.89 -0.41 0.06  -0.41
O: -1.63 0.77 -0.62  -0.43
S: 2.98 -0.17 -0.26  -0.41